# 1
The following is a DFT calculation (wB97M-V/def2-TZVPD) of a structure of composition C24H33AsCsN2O8P2S.

Properties
Molar mass = 779.38 u
Lowest unoccupied orbital energy = 1.722 eV
HOMO-LUMO gap = 6.65 eV
Maximum force = 0.7 eV Å⁻¹
Charge = -1
Total energy = -135587.3007 eV
HOMO level = -4.9 eV

XYZ file:
```
72
C24H33AsCsN2O8P2S wB97M-V/def2-TZVPD
H 0.01 -1.46 5.94
C -0.84 4.12 1.95
C -2.66 2.74 -2.41
H 2.26 -6.33 -2.12
C 5.11 -4.53 -1.85
O 1.44 -5.15 -0.02
C -1.60 0.55 -4.25
Cs 0.28 -1.40 0.43
C 2.98 -5.62 -1.74
C 2.76 0.34 4.07
P -0.97 2.42 2.66
C 4.20 -5.44 -2.36
C 2.61 -4.89 -0.60
H 5.46 -3.08 -0.30
O -0.80 -4.17 0.81
N -0.31 0.04 -2.30
S 3.29 -2.83 1.29
As -0.24 -4.75 -0.84
C -1.33 0.67 -2.90
O 3.21 -1.52 0.64
H -2.39 3.15 -3.37
N -2.48 0.96 -0.81
C 0.25 -0.94 -4.40
H -4.37 3.45 0.41
C -3.98 4.84 -1.89
C 0.33 1.47 5.02
H 3.20 0.68 5.01
C -2.20 1.49 -2.00
H -3.37 2.79 2.92
H -2.44 1.05 -4.70
H 1.21 2.82 3.59
H -0.03 3.57 4.58
H -3.71 5.54 -1.09
H 4.44 -6.03 -3.24
H 1.57 -0.80 6.48
H -2.75 1.76 4.20
H 0.14 4.23 1.48
C 0.45 -0.75 -3.04
C 4.77 -3.80 -0.72
H 2.93 1.09 3.29
C -2.54 2.65 3.61
O 4.48 -2.97 2.11
O -2.44 -0.73 -6.76
P 0.97 -0.05 4.21
H 1.24 -1.28 -2.52
C 0.24 2.65 4.05
H 1.51 -2.12 5.30
C 1.02 -1.21 5.63
C -1.07 -0.47 -6.49
C -3.45 3.47 -1.54
H -3.47 1.20 0.96
H -5.08 4.79 -1.93
H -2.71 -1.46 -6.20
H -0.01 -4.08 1.36
C -0.79 -0.28 -5.02
H 0.95 1.75 5.88
O -3.45 5.26 -3.14
H -0.96 4.89 2.72
H -0.66 1.22 5.41
C -3.76 2.92 -0.30
C 3.53 -3.95 -0.10
H 3.27 -0.57 3.73
H -2.48 3.51 4.28
H 6.08 -4.39 -2.31
H -0.43 -1.27 -6.89
O 2.06 -3.19 1.98
H 0.89 -1.63 -4.94
C -3.25 1.66 0.01
O 0.14 -3.39 -1.71
H -0.83 0.45 -7.04
H -1.60 4.26 1.18
H -3.83 6.11 -3.35
```

# 2
The following is a DFT calculation (wB97M-V/def2-TZVPD) of the molecule C5H11F3NO2P at a distorted geometry.

Properties
Molar mass = 205.12 u
SMILES string = CC[P@@](=O)(CC(F)(F)F)N(C)O
Lowest unoccupied orbital energy = 0.560 eV
HOMO-LUMO gap = 9.93 eV
Maximum force = 3.0 eV Å⁻¹
Total energy = -28388.9656 eV
HOMO level = -9.4 eV

XYZ file:
```
23
C5H11F3NO2P wB97M-V/def2-TZVPD
F 2.84 0.85 -0.66
H 0.90 2.09 -0.90
C 0.18 1.57 -0.19
H -1.36 3.20 -0.27
O 0.20 -0.60 -2.10
C -1.26 2.11 -0.43
H -1.33 -2.77 -0.34
C 1.49 -0.91 0.42
H -3.06 -2.04 0.00
H 1.14 -0.98 1.43
C -1.96 -1.95 -0.40
H -1.88 1.63 0.41
H 0.63 1.56 0.80
N -1.21 -0.79 0.09
H -1.82 -0.18 1.85
H 1.71 -2.00 0.08
P 0.18 -0.15 -0.71
C 2.81 -0.01 0.41
F 3.98 -0.60 0.39
H -2.14 -1.77 -1.42
O -1.16 -0.76 1.50
F 2.75 0.73 1.49
H -1.64 1.75 -1.44
```

# 3
The following is a DFT calculation (wB97M-V/def2-TZVPD) of a cluster of 6 separate species, C36H38BClN6O10 in total.

Properties
Molar mass = 761.00 u
SMILES string = [H]/N=C(\C)CB[C@H](Cl)CC.O=[N+]([O-])c1ccccc1.O=[N+]([O-])c1ccccc1.O=[N+]([O-])c1ccccc1.O=[N+]([O-])c1ccccc1.O=[N+]([O-])c1ccccc1
Lowest unoccupied orbital energy = -0.817 eV
HOMO-LUMO gap = 8.77 eV
Maximum force = 0.2 eV Å⁻¹
Total energy = -80548.9756 eV
HOMO level = -9.6 eV

XYZ file:
```
92
C36H38BClN6O10 wB97M-V/def2-TZVPD
C -4.87 0.94 -7.36
H 4.90 0.24 -2.50
O 1.54 1.71 1.96
H 6.93 0.99 -1.23
C -4.17 1.64 -6.39
C 2.39 -1.20 -1.69
H 6.56 2.08 -2.56
O 5.60 -3.04 -9.62
O -3.31 -2.60 -8.69
O 2.69 -0.10 2.08
H 1.39 5.84 3.78
H -0.44 1.80 3.32
C -0.11 4.94 5.00
H 2.50 -1.74 -5.09
C -4.39 -0.27 -7.84
C -3.19 -0.74 -7.33
H 0.35 -2.63 5.37
C 1.77 0.14 -1.36
H 6.15 2.54 -0.90
H -1.64 8.48 5.26
H 3.09 -2.91 -0.59
C 6.20 1.71 -1.60
N 2.08 -1.74 -2.80
N -2.67 -2.03 -7.84
C -5.18 -5.27 8.96
C -2.47 -0.06 -6.37
C -1.83 6.43 5.83
H -5.03 -6.24 9.42
H 3.30 -1.37 0.28
O 6.29 -3.15 -7.59
N 1.75 0.60 2.41
H -3.46 -5.44 7.67
H -7.27 -2.60 9.04
H -6.93 -4.81 10.10
C -1.27 5.18 5.72
C -2.97 1.14 -5.90
C 0.49 6.01 4.36
C -0.06 7.28 4.45
H 4.36 -1.79 -1.07
O -1.62 -2.43 -7.37
C -0.28 0.83 3.77
C -0.92 -0.91 5.30
H -2.74 6.57 6.41
H 4.73 -2.50 -5.90
N -1.93 4.04 6.40
H -2.42 1.69 -5.14
H 0.70 0.03 -1.52
C -4.29 -4.84 7.98
H 4.56 0.57 -0.81
H 0.30 3.94 4.95
H -4.91 -0.83 -8.60
H 3.60 2.72 -1.30
C 4.12 -2.47 -7.95
H 1.93 -1.74 3.66
C -5.56 -2.78 7.77
H -2.01 0.92 5.02
O -3.76 -2.03 5.89
H 1.94 0.40 -0.31
N 5.44 -2.92 -8.43
C 3.69 1.98 -2.11
C -6.24 -4.47 9.34
H -5.68 -1.82 7.30
C 1.89 -1.80 -8.42
H 1.09 -1.61 -9.13
B 2.28 1.31 -2.28
C -4.51 -3.60 7.41
N -3.57 -3.13 6.37
C 3.12 -2.23 -8.88
H -4.56 2.58 -6.02
C 3.92 -2.30 -6.59
H 2.53 -2.65 -2.89
H -1.61 -1.29 6.04
C 0.18 -1.66 4.92
C 1.07 -1.18 3.97
H 1.55 1.76 -3.10
C 4.84 1.04 -1.75
O -2.95 4.26 7.00
O -1.40 2.95 6.30
C 1.67 -1.63 -7.06
C 3.33 -1.85 -0.70
C 0.82 0.07 3.42
H 0.69 -1.32 -6.71
H -1.55 -0.47 -5.99
C -1.22 7.49 5.19
C 2.68 -1.88 -6.14
Cl 4.10 2.96 -3.58
H 3.32 -2.37 -9.93
O -2.66 -3.87 6.05
C -6.43 -3.23 8.75
H -5.81 1.33 -7.75
H 0.42 8.11 3.94
C -1.15 0.33 4.72
```